# 1
C41H43Cl5GeN5PY as an isolated structure in a non-equilibrium geometry, computed with ωB97M-V with the def2-TZVPD basis set.

Output
LUMO energy (alpha / beta): -10.076 / -9.865 eV
HOMO level (alpha / beta): -14.0 / -14.0 eV

The geometry in ORCA input format:
```
! RIJCOSX wB97M-V def2-TZVPD def2/J DEFGRID3
* xyz 3 1
Y -0.28 -0.33 -0.28
N -4.72 -2.21 -0.62
C -3.71 -1.39 -0.40
N -2.44 -1.72 -0.43
C -2.12 -3.06 -0.70
N -0.90 -3.50 -0.71
N 0.08 -2.57 -0.55
C 1.29 -2.99 -0.63
C 2.41 -2.04 -0.65
C 3.70 -2.49 -0.85
C 4.73 -1.56 -0.99
C 4.42 -0.22 -0.93
C 3.10 0.16 -0.71
N 2.11 -0.72 -0.56
C -3.19 -4.01 -0.96
C -2.95 -5.36 -1.26
C -4.00 -6.20 -1.54
C -5.31 -5.72 -1.52
C -5.57 -4.40 -1.21
C -4.51 -3.56 -0.94
H -5.67 -1.87 -0.58
H -3.98 -0.36 -0.18
H 1.48 -4.05 -0.76
H 3.89 -3.56 -0.92
H 5.74 -1.89 -1.16
H 5.19 0.54 -1.04
H 2.83 1.21 -0.67
H -1.93 -5.71 -1.28
H -3.81 -7.24 -1.76
H -6.13 -6.39 -1.74
H -6.59 -4.03 -1.20
Cl 0.35 1.80 4.09
C 0.52 2.48 2.70
C -0.01 1.59 1.45
C -0.98 2.44 0.88
Cl -2.29 1.64 -0.03
C -0.88 3.82 0.82
Cl -2.00 4.70 -0.12
C 0.10 4.52 1.56
Cl 0.21 6.20 1.43
C 0.91 3.82 2.43
Cl 1.79 4.65 3.66
C 0.93 0.97 6.90
C 0.64 1.23 5.50
C -1.01 2.47 4.41
P -0.08 0.19 3.17
C 1.44 -0.93 2.98
C 1.64 -1.81 4.22
C 2.74 -0.11 2.79
C -1.67 -0.63 3.49
C -1.58 -1.96 2.74
C -1.98 -0.82 4.98
H 0.25 1.60 7.48
H 1.94 1.30 7.15
H 0.79 -0.07 7.20
H 1.52 1.49 3.90
H -1.73 2.88 3.70
H 1.05 2.86 4.44
H -1.51 2.61 5.37
H 1.25 -1.52 2.08
H 2.07 -1.22 5.03
H 2.35 -2.59 3.98
H 0.72 -2.27 4.58
H 3.60 -0.76 2.93
H 2.81 0.70 3.52
H 2.79 0.36 1.81
H -2.45 0.00 3.06
H -0.84 -2.62 3.19
H -1.27 -1.75 1.71
H -2.53 -2.48 2.73
H -1.30 -1.53 5.44
H -3.00 -1.19 5.09
H -1.92 0.13 5.51
Ge -0.32 0.35 -2.99
C -1.55 -1.10 -3.55
C -1.10 -2.39 -3.84
C -1.98 -3.37 -4.28
C -3.33 -3.08 -4.40
C -3.80 -1.81 -4.09
C -2.92 -0.83 -3.66
C 1.39 0.24 -3.93
C 1.79 1.31 -4.73
C 2.92 1.21 -5.54
C 3.68 0.04 -5.54
C 3.31 -1.02 -4.72
C 2.18 -0.91 -3.92
H -1.01 1.64 -3.46
H -0.04 -2.62 -3.78
H -1.61 -4.35 -4.54
H -4.02 -3.84 -4.76
H -4.85 -1.58 -4.21
H -3.29 0.17 -3.45
H 1.21 2.22 -4.75
H 3.21 2.04 -6.17
H 4.55 -0.04 -6.17
H 3.89 -1.93 -4.71
H 1.90 -1.76 -3.29
*
```

# 2
One molecule with the formula C6H13N in a non-equilibrium geometry, computed with ωB97M-V with the def2-TZVPD basis set.

Output
SMILES string: CCN1CCCC1
LUMO energy: 1.141 eV
HOMO level: -7.7 eV
energy above the lowest of the compared OMol25 structures with the same formula, charge and spin: 21.12 kcal/mol

The geometry in ORCA input format:
```
! RIJCOSX wB97M-V def2-TZVPD def2/J DEFGRID3
* xyz 0 1
C 1.53 -0.13 2.20
C 0.49 0.72 1.49
N -0.18 0.12 0.35
C 0.57 -0.82 -0.44
C -0.15 -0.86 -1.81
C -1.43 -0.06 -1.57
C -1.10 0.94 -0.46
H 1.32 -1.19 2.15
H 2.53 0.22 1.92
H 1.65 0.27 3.22
H 0.92 1.70 1.20
H -0.30 1.00 2.20
H 1.60 -0.47 -0.55
H 0.67 -1.81 0.02
H -0.42 -1.86 -2.15
H 0.61 -0.36 -2.42
H -1.70 0.46 -2.49
H -2.20 -0.72 -1.18
H -1.91 1.21 0.23
H -0.70 1.93 -0.71
*
```

# 3
A 10-piece molecular cluster, C48H116O30S4 overall in a non-equilibrium geometry, computed with ωB97M-V with the def2-TZVPD basis set.

Output
SMILES string: CCOS(C)(=O)=O.CCOS(C)(=O)=O.CCOS(C)(=O)=O.CCOS(C)(=O)=O.COCCOCCOC.COCCOCCOC.COCCOCCOC.COCCOCCOC.COCCOCCOC.COCCOCCOC
LUMO energy: 0.358 eV
HOMO level: -9.3 eV
energy above the lowest of the compared OMol25 structures with the same formula, charge and spin: 0.00 kcal/mol

The geometry in ORCA input format:
```
! RIJCOSX wB97M-V def2-TZVPD def2/J DEFGRID3
* xyz 0 1
C -2.95 -2.28 -2.04
C -1.89 -1.90 -0.96
O -2.46 -0.90 -0.12
S -1.43 -0.24 0.93
C -1.17 -1.65 2.09
O -0.11 -0.01 0.29
O -2.10 0.85 1.63
H -3.90 -2.50 -1.56
H -2.65 -3.09 -2.71
H -3.30 -1.48 -2.69
H -1.64 -2.82 -0.43
H -1.03 -1.55 -1.52
H -1.11 -1.29 3.11
H -0.22 -2.06 1.74
H -1.96 -2.39 1.99
C 0.65 -5.64 3.02
C 1.02 -5.02 1.70
O 1.51 -3.71 1.87
S 3.15 -3.42 1.92
C 2.97 -1.59 2.16
O 3.66 -4.03 3.12
O 3.76 -3.71 0.62
H 0.13 -6.59 2.89
H 0.08 -5.00 3.70
H 1.51 -5.88 3.64
H 1.80 -5.62 1.23
H 0.28 -4.93 0.91
H 2.52 -1.43 3.14
H 2.51 -0.97 1.39
H 3.98 -1.17 2.22
C 0.08 5.92 5.22
C -0.76 6.82 4.29
O -1.59 6.09 3.39
S -1.11 5.67 1.88
C -1.15 3.83 2.12
O -2.16 6.01 0.96
O 0.26 6.12 1.64
H -0.57 5.49 5.98
H 0.72 6.63 5.75
H 0.68 5.24 4.61
H -1.33 7.50 4.92
H -0.10 7.55 3.82
H -2.15 3.41 2.26
H -0.54 3.73 3.02
H -0.65 3.37 1.27
C -4.97 4.35 7.24
C -4.07 3.09 7.41
O -2.81 3.37 6.77
S -1.71 2.14 6.66
C -2.01 1.49 4.93
O -0.37 2.69 6.71
O -2.07 1.09 7.56
H -4.76 5.07 8.04
H -6.00 4.05 7.43
H -5.00 4.85 6.27
H -3.86 2.90 8.46
H -4.57 2.25 6.93
H -1.40 0.61 4.72
H -1.64 2.12 4.12
H -3.09 1.39 4.89
C 0.81 -4.34 -1.84
O 0.75 -3.93 -3.19
C 0.56 -5.04 -4.11
C -0.82 -5.73 -4.01
O -1.10 -6.46 -2.87
C -2.45 -6.90 -2.59
C -2.56 -8.07 -1.57
O -1.99 -7.74 -0.30
C -0.58 -7.89 -0.09
H 1.40 -5.23 -1.63
H -0.20 -4.60 -1.52
H 1.14 -3.47 -1.27
H 1.41 -5.70 -4.00
H 0.60 -4.52 -5.07
H -0.93 -6.41 -4.85
H -1.55 -4.93 -4.11
H -2.99 -7.20 -3.49
H -2.95 -6.07 -2.10
H -2.10 -9.02 -1.87
H -3.63 -8.22 -1.51
H -0.10 -8.83 -0.37
H -0.40 -7.80 0.98
H -0.08 -7.08 -0.62
C 0.57 2.13 -11.14
O -0.22 1.61 -10.06
C 0.53 1.36 -8.88
C -0.26 1.85 -7.60
O -1.57 1.29 -7.38
C -2.20 1.78 -6.21
C -1.70 1.23 -4.87
O -0.32 1.67 -4.59
C 0.03 1.68 -3.19
H 0.82 3.19 -11.04
H -0.09 2.01 -12.01
H 1.48 1.58 -11.36
H 1.43 1.97 -8.80
H 0.90 0.35 -8.78
H -0.19 2.94 -7.54
H 0.45 1.55 -6.83
H -3.25 1.59 -6.44
H -2.06 2.86 -6.16
H -1.72 0.15 -4.95
H -2.45 1.46 -4.11
H 1.08 1.95 -3.10
H -0.01 0.65 -2.84
H -0.62 2.39 -2.69
C 10.28 -2.97 -3.91
O 9.42 -1.83 -3.78
C 8.31 -1.79 -4.68
C 7.27 -0.74 -4.23
O 6.80 -1.19 -3.03
C 5.87 -0.38 -2.34
C 5.14 -1.17 -1.15
O 4.09 -0.38 -0.66
C 2.84 -0.66 -1.21
H 11.14 -2.78 -3.26
H 10.71 -2.96 -4.90
H 9.85 -3.95 -3.68
H 7.91 -2.81 -4.65
H 8.68 -1.55 -5.68
H 6.56 -0.41 -4.98
H 7.89 0.12 -3.95
H 5.06 -0.06 -2.99
H 6.35 0.50 -1.90
H 5.74 -1.25 -0.24
H 4.76 -2.14 -1.47
H 2.10 0.07 -0.87
H 2.46 -1.64 -0.93
H 2.77 -0.70 -2.30
C -5.55 0.41 -1.79
O -5.13 1.79 -1.59
C -3.83 1.95 -1.09
C -3.35 3.36 -1.03
O -3.13 3.95 -2.34
C -2.58 5.26 -2.22
C -2.37 5.75 -3.66
O -1.54 6.91 -3.59
C -1.30 7.56 -4.83
H -5.01 -0.04 -2.62
H -6.60 0.58 -2.00
H -5.34 -0.29 -0.98
H -3.16 1.48 -1.80
H -3.74 1.33 -0.20
H -2.47 3.45 -0.39
H -4.14 3.85 -0.47
H -1.60 5.18 -1.75
H -3.14 6.04 -1.71
H -3.36 5.89 -4.11
H -1.83 5.00 -4.23
H -2.23 7.72 -5.38
H -0.67 6.97 -5.49
H -0.78 8.49 -4.58
C 1.60 1.58 2.96
O 1.60 2.85 3.57
C 2.29 2.87 4.80
C 3.87 2.66 4.76
O 4.50 3.41 3.79
C 5.89 3.52 4.09
C 6.58 3.89 2.76
O 6.07 3.10 1.63
C 6.32 1.69 1.67
H 2.57 1.37 2.50
H 0.91 1.76 2.14
H 1.38 0.74 3.63
H 1.89 2.16 5.53
H 2.20 3.86 5.25
H 4.14 1.63 4.57
H 4.29 3.04 5.70
H 6.30 2.60 4.50
H 5.95 4.37 4.77
H 7.66 3.79 2.73
H 6.32 4.94 2.63
H 5.58 1.11 1.11
H 6.05 1.25 2.63
H 7.33 1.42 1.36
C -3.86 -4.90 0.62
O -3.96 -3.52 1.15
C -5.37 -3.14 1.26
C -5.33 -1.78 1.89
O -4.95 -2.04 3.22
C -4.74 -0.96 4.01
C -4.16 -1.31 5.41
O -2.96 -2.04 5.24
C -2.26 -2.46 6.43
H -4.40 -5.71 1.12
H -2.83 -5.27 0.56
H -4.28 -5.05 -0.37
H -5.70 -4.00 1.84
H -5.80 -3.01 0.27
H -6.29 -1.28 1.99
H -4.66 -1.19 1.25
H -5.73 -0.53 4.08
H -4.17 -0.18 3.50
H -4.81 -1.95 6.00
H -3.95 -0.38 5.94
H -1.30 -2.85 6.10
H -2.75 -3.26 6.98
H -2.01 -1.60 7.06
*
```

# 4
One molecule with the formula C9H6O2 in a non-equilibrium geometry, computed with ωB97M-V with the def2-TZVPD basis set.

Output
LUMO energy (alpha / beta): -1.184 / -0.702 eV
HOMO level (alpha / beta): -8.8 / -8.1 eV
energy above the lowest of the compared OMol25 structures with the same formula, charge and spin: 183.75 kcal/mol

The geometry in ORCA input format:
```
! RIJCOSX wB97M-V def2-TZVPD def2/J DEFGRID3
* xyz 0 1
C -2.48 -0.13 0.13
C -1.85 1.12 0.16
C -1.69 -1.22 -0.10
C -0.46 1.22 0.09
C -0.28 -1.14 -0.13
C 0.37 0.14 -0.02
C 0.38 -2.36 -0.45
C 3.07 -0.65 0.04
C 1.91 0.29 -0.20
O 2.66 0.07 1.03
O 2.21 1.57 -0.73
H -3.48 -0.37 0.26
H -2.39 1.96 0.18
H -2.07 -2.16 -0.20
H 0.06 2.26 0.07
H 1.14 -2.69 0.16
H 2.90 2.06 -0.28
*
```

# 5
C20H21N3O2SV as an isolated structure in a non-equilibrium geometry, computed with ωB97M-V with the def2-TZVPD basis set.

Output
LUMO energy (alpha / beta): -7.230 / -6.899 eV
HOMO level (alpha / beta): -14.1 / -14.1 eV
energy above the lowest of the compared OMol25 structures with the same formula, charge and spin: 12.11 kcal/mol

The geometry in ORCA input format:
```
! RIJCOSX wB97M-V def2-TZVPD def2/J DEFGRID3
* xyz 2 2
V -0.59 0.48 0.65
N 1.13 -0.62 0.30
C 2.30 -0.25 1.08
C 3.50 -0.08 0.41
C 4.65 0.23 1.12
C 4.59 0.34 2.50
C 3.38 0.18 3.16
C 2.20 -0.10 2.46
C 0.90 -0.19 3.17
C 0.83 -0.49 4.53
C -0.39 -0.54 5.20
C -1.59 -0.29 4.54
C -1.55 0.02 3.19
C -0.32 0.06 2.51
H 1.38 -0.69 -0.68
H 0.79 -1.54 0.60
H 3.55 -0.20 -0.66
H 5.59 0.36 0.60
H 5.48 0.57 3.07
H 3.35 0.31 4.23
H 1.73 -0.72 5.07
H -0.40 -0.79 6.25
H -2.52 -0.33 5.08
H -2.47 0.21 2.65
C -6.57 -0.52 -2.67
C -5.73 -0.36 -1.45
C -6.20 -0.06 -0.20
C -5.29 0.08 0.85
N -3.97 -0.04 0.65
C -3.53 -0.37 -0.54
S -1.85 -0.69 -0.88
N -4.39 -0.52 -1.58
C -5.74 0.35 2.25
H -7.63 -0.53 -2.41
H -6.32 -1.45 -3.19
H -6.40 0.31 -3.36
H -7.26 0.07 -0.03
H -4.01 -0.78 -2.48
H -6.82 0.35 2.34
H -5.36 1.32 2.58
H -5.32 -0.41 2.91
C -2.55 3.75 0.49
O -1.20 3.48 0.01
C -0.72 2.32 0.21
O 0.42 1.92 -0.13
H -2.58 4.81 0.69
H -2.74 3.18 1.40
H -3.25 3.49 -0.29
*
```

# 6
One molecule with the formula C4H4N2, computed with ωB97M-V with the def2-TZVPD basis set.

Output
LUMO energy: 0.294 eV
HOMO level: -7.5 eV
energy above the lowest of the compared OMol25 structures with the same formula, charge and spin: 109.39 kcal/mol

The geometry in ORCA input format:
```
! RIJCOSX wB97M-V def2-TZVPD def2/J DEFGRID3
* xyz 0 1
C -0.65 0.86 -0.67
C 0.18 1.17 0.48
N 0.68 0.20 1.16
C 1.17 -0.86 1.53
C -0.61 -1.55 -1.29
N -0.65 -0.33 -1.15
H -1.28 1.62 -1.14
H 0.39 2.19 0.76
H 0.67 -1.37 2.35
H 0.10 -1.93 -2.03
*
```

# 7
C35H36IrN6O6S2 as an isolated structure, computed with ωB97M-V with the def2-TZVPD basis set.

Output
LUMO energy (alpha / beta): -0.856 / -0.806 eV
HOMO level (alpha / beta): -7.8 / -7.7 eV
energy above the lowest of the compared OMol25 structures with the same formula, charge and spin: 1.77 kcal/mol

The geometry in ORCA input format:
```
! RIJCOSX wB97M-V def2-TZVPD def2/J DEFGRID3
* xyz 0 2
Ir -1.24 -0.20 -0.07
O -2.50 4.05 -0.97
C -1.26 4.49 -1.26
C -1.12 5.86 -1.51
C 0.12 6.39 -1.80
C 1.25 5.57 -1.84
C 1.12 4.23 -1.59
C -0.12 3.66 -1.29
C -0.21 2.23 -0.95
O -1.39 1.71 -0.77
N 0.91 1.56 -0.78
N 0.64 0.29 -0.34
C 1.65 -0.49 -0.16
C 1.60 -1.86 0.24
C 2.86 -2.51 0.30
C 3.01 -3.81 0.66
C 1.84 -4.53 0.96
C 0.63 -3.91 0.90
N 0.47 -2.58 0.57
H -2.45 3.09 -0.82
H -2.00 6.47 -1.47
H 0.21 7.45 -2.00
H 2.23 5.99 -2.07
H 1.99 3.58 -1.60
H 2.64 -0.08 -0.37
H 3.72 -1.90 0.06
H 3.98 -4.28 0.70
H 1.86 -5.57 1.24
H -0.28 -4.43 1.13
S -3.56 -0.59 -0.50
C -4.48 -0.62 0.91
N -4.06 -0.38 2.12
C -5.08 -0.23 3.15
C -6.30 -1.00 2.65
S -6.20 -0.93 0.84
H -3.09 0.02 2.24
H -5.28 0.83 3.29
H -4.71 -0.64 4.09
H -7.23 -0.55 2.99
H -6.27 -2.04 2.96
O -2.91 2.32 3.05
C -1.89 1.95 2.49
O -1.68 0.74 2.08
C -0.75 2.92 2.27
C -1.00 4.29 2.20
C 0.03 5.18 1.95
C 1.32 4.72 1.76
C 1.55 3.36 1.85
C 0.54 2.45 2.11
N 2.90 2.84 1.58
O 3.74 3.62 1.19
O 3.10 1.65 1.76
H -2.02 4.63 2.34
H -0.17 6.24 1.87
H 2.14 5.39 1.52
H 0.75 1.39 2.15
C -2.15 -5.38 -1.30
C -2.47 -3.89 -1.16
C -1.46 -3.11 -2.01
C -2.65 -3.58 0.33
C -3.79 -4.14 0.90
C -4.03 -4.08 2.26
C -3.10 -3.47 3.08
C -1.96 -2.86 2.57
C -1.02 -2.31 3.66
C -0.51 -3.48 4.52
C 0.18 -1.43 3.31
C -1.78 -2.87 1.18
N -0.76 -2.05 0.58
H -2.14 -5.67 -2.35
H -2.88 -6.01 -0.78
H -1.16 -5.61 -0.88
H -3.45 -3.71 -1.60
H -0.43 -3.29 -1.70
H -1.64 -2.04 -2.01
H -1.55 -3.46 -3.04
H -4.50 -4.64 0.25
H -4.93 -4.52 2.67
H -3.28 -3.44 4.15
H -1.67 -1.69 4.30
H 0.15 -4.11 3.92
H -1.32 -4.10 4.90
H 0.06 -3.10 5.37
H 1.02 -2.02 2.93
H 0.53 -0.96 4.24
H -0.08 -0.63 2.62
*
```

# 8
A 2-piece molecular cluster, C4H10N2 overall, computed with ωB97M-V with the def2-TZVPD basis set.

Output
SMILES string: [H]/N=C/NC.C=C
LUMO energy: 1.028 eV
HOMO level: -8.8 eV
energy above the lowest of the compared OMol25 structures with the same formula, charge and spin: 36.64 kcal/mol

The geometry in ORCA input format:
```
! RIJCOSX wB97M-V def2-TZVPD def2/J DEFGRID3
* xyz 0 1
H 2.16 2.32 -2.00
N 1.83 1.52 -1.45
C 0.55 1.52 -1.46
N -0.16 0.60 -0.74
C -1.49 0.24 -1.16
H -0.05 2.26 -1.99
H 0.42 -0.10 -0.30
H -1.92 -0.46 -0.44
H -2.15 1.10 -1.20
H -1.49 -0.26 -2.14
C 0.94 -1.59 1.82
C -0.18 -1.29 2.46
H 0.91 -2.26 0.96
H 1.93 -1.29 2.14
H -1.13 -1.77 2.25
H -0.17 -0.56 3.26
*
```